Density functional theory data (wB97M-V/def2-TZVPD) for a molecular structure, C6H6N2O2.

```
16
Properties=species:S:1:pos:R:3:lowdin_charge:R:1
C 0.9556 -1.4191 -0.6197 -0.485
C 0.1661 -1.6770 0.5838 0.024
C -0.7809 -0.7081 0.8200 -0.124
C -0.3950 0.6457 -1.1212 -0.505
C 0.5442 1.6121 0.3440 0.011
C -0.1614 1.2835 1.2581 -0.059
H 1.1554 -0.0778 -2.2084 0.188
H 0.2907 -2.6188 1.0853 0.109
H -1.4266 -0.6912 1.7209 0.144
H -1.6156 1.1205 0.4263 0.159
H 1.1159 1.8809 -0.4713 0.070
H -0.6031 0.9656 2.1639 0.105
N 0.7215 -0.1778 -1.2688 0.185
N -0.9169 0.4805 0.1964 -0.062
O 1.7044 -2.1954 -1.1197 0.099
O -0.7544 1.5764 -1.7896 0.142
```

---

Density functional theory data (wB97M-V/def2-TZVPD) for 2 unconnected molecules or ions with the total composition C3H3BrF2O.

```
10
Properties=species:S:1:pos:R:3:lowdin_charge:R:1
C 1.7794 0.1123 0.1536 -0.851
C -1.1938 0.1082 -0.5675 0.007
C -0.3769 -0.1705 0.6309 -0.455
O 2.3766 0.9093 0.7945 0.002
F -0.4350 0.6598 1.6587 0.106
F -0.5451 -1.4097 1.0869 0.098
Br 2.3688 -0.8610 -1.1835 0.871
H -1.0006 1.0648 -0.9530 0.083
H -0.7636 -0.5522 -1.2479 0.060
H -2.2098 0.1390 -0.3727 0.079
```

---

In the order shown, the computed max |F| values come out to 12.26 5.98 eV/Å.
In the order shown, the computed energy above the lowest of the compared OMol25 structures with the same formula, charge and spin values come out to 10.640 2.014 eV.